Entry from OMol25: a 2-piece molecular cluster, C4H6N5O2 overall (ωB97M-V with the def2-TZVPD basis set).

Last column: Mulliken charge in e.
Cartesian coordinates (Å):
C (2.88652, -0.54574, 0.31356)  -0.134
C (0.82370, 0.18584, -0.01840)  0.208
C (-2.41999, -2.64539, -0.37549)  -0.065
C (-1.29314, 1.28032, 0.01331)  0.745
N (2.98026, 0.44995, -0.51696)  -0.622
N (1.72548, 0.90200, -0.75446)  0.317
N (-2.35914, -1.48345, -0.26638)  -0.391
N (1.53444, -0.70143, 0.64308)  -0.044
N (-0.49479, 0.29440, -0.00309)  -0.391
O (-0.72563, 2.47721, 0.02638)  -0.440
O (-2.56820, 1.01667, 0.06519)  -0.499
H (3.66507, -1.07070, 0.62744)  0.520
H (-2.54345, -3.69666, -0.40528)  0.410
H (1.50113, 1.71836, -1.28247)  0.258
H (1.37468, -1.29390, 1.43184)  0.257
H (-1.26584, 3.11704, 0.50214)  0.355
H (-2.82111, -0.00452, -0.00041)  0.515

Its total charge is +1. Its spin multiplicity is 1. The value obtained for the relative energy (zero: lowest compared OMol25 entry of this formula, charge and spin) is 0.028 eV. The frontier orbital gap comes out at 10.64 eV.

Entry from OMol25: a 2-piece molecular cluster, C4H6NO2 overall (ωB97M-V with the def2-TZVPD basis set).

Last column: Mulliken charge in e.
Cartesian coordinates (Å):
C (-0.72811, 0.98400, 0.19992)  -0.683
C (-1.78114, 0.34962, 0.74565)  0.173
C (0.00660, 0.08355, -0.68774)  0.070
C (1.97931, -0.23011, 0.23983)  -1.101
N (-0.42568, -1.25358, -0.63225)  0.051
O (-0.67988, -1.91659, -1.63365)  -0.569
O (-1.99460, -0.89073, 0.40736)  -0.605
H (-0.45695, 2.13247, 0.38802)  0.154
H (-2.57680, 0.84407, 1.48191)  0.248
H (0.33147, 0.42173, -1.74567)  0.343
H (1.85839, 0.26636, 1.30784)  0.150
H (2.50315, 0.49714, -0.40615)  0.305
H (1.96422, -1.28793, 0.33493)  0.465

Its total charge is -1. Its spin multiplicity is 1. The value obtained for the relative energy (zero: lowest compared OMol25 entry of this formula, charge and spin) is 6.963 eV. The frontier orbital gap comes out at 6.78 eV.

Entry from OMol25: an isolated ion of composition C4H6NO2 and charge -1 (ωB97M-V with the def2-TZVPD basis set).

Last column: Mulliken charge in e.
Cartesian coordinates (Å):
C (0.54305, 0.59895, -0.08665)  0.021
C (0.41778, 1.93484, 0.09740)  -1.059
C (0.60613, -1.51503, -0.11090)  -0.568
C (-0.58948, -0.57260, -0.34352)  0.010
N (1.48130, -0.35409, 0.02704)  0.416
O (2.77303, -0.34640, 0.30947)  -0.887
O (-1.65213, -0.62120, 0.58478)  -0.607
H (1.28243, 2.53251, 0.31678)  0.307
H (-0.50335, 2.43763, -0.13990)  0.276
H (0.52479, -2.11918, 0.80362)  0.221
H (0.86218, -2.18354, -0.94751)  0.233
H (-1.01384, -0.60550, -1.35017)  0.282
H (-1.41146, -0.01292, 1.29614)  0.355

Its total charge is -1. Its SMILES is C=C1[C@H](O)CN1[O-]. Its spin multiplicity is 1. The value obtained for the relative energy (zero: lowest compared OMol25 entry of this formula, charge and spin) is 4.130 eV. The frontier orbital gap comes out at 5.59 eV.

Entry from OMol25: a 2-piece molecular cluster, C4H6NO2 overall (ωB97M-V with the def2-TZVPD basis set).

Last column: Mulliken charge in e.
Cartesian coordinates (Å):
C (-0.78683, 3.10872, -1.17041)  0.615
C (1.09812, 0.61854, 1.03092)  -0.182
C (-0.42765, -2.12629, -0.01433)  -1.096
C (-0.40208, -0.61487, -0.33500)  0.240
N (0.11426, 0.33567, 0.34379)  0.034
O (-1.27600, 4.03492, -1.58116)  -0.253
O (-0.24146, 2.16815, -0.69254)  -0.402
H (0.85182, 1.30689, 1.85255)  0.298
H (2.00172, 0.18592, 0.60811)  0.307
H (-0.20337, -2.37368, 0.94805)  0.381
H (-1.37679, -2.42349, -0.48166)  0.346
H (0.31388, -2.77701, -0.73083)  0.341
H (-0.52858, -0.46403, -1.41747)  0.370

Its total charge is +1. Its spin multiplicity is 1. The value obtained for the relative energy (zero: lowest compared OMol25 entry of this formula, charge and spin) is 1.678 eV. The frontier orbital gap comes out at 10.95 eV.

Entry from OMol25: a 2-piece molecular cluster, C4H6NO2 overall (ωB97M-V with the def2-TZVPD basis set).

Last column: Mulliken charge in e.
Cartesian coordinates (Å):
C (-1.48409, -0.78025, -1.00777)  0.409
C (1.87749, 1.07822, 0.47295)  0.806
C (-2.21222, -1.82468, -1.68826)  -0.927
C (1.82966, 1.57731, 1.76747)  -0.827
N (-0.78162, -0.08021, -0.41063)  0.361
O (2.28380, 0.71776, -0.52034)  -0.126
O (-0.19463, 0.52451, 0.47369)  -0.647
H (-3.22747, -1.88796, -1.34047)  0.309
H (-1.66811, -2.67904, -1.45419)  0.303
H (-2.07916, -1.70582, -2.71693)  0.319
H (2.76883, 2.25613, 1.97891)  0.358
H (0.98364, 2.18008, 2.04852)  0.348
H (1.90388, 0.62395, 2.39705)  0.314

Its total charge is +1. Its spin multiplicity is 1. The value obtained for the relative energy (zero: lowest compared OMol25 entry of this formula, charge and spin) is 3.088 eV. The frontier orbital gap comes out at 10.06 eV.

Entry from OMol25: an isolated ion of composition C4H6NO2 and charge +1 (ωB97M-V with the def2-TZVPD basis set).

Last column: Mulliken charge in e.
Cartesian coordinates (Å):
C (-0.60896, 0.27625, -1.70737)  0.531
C (-0.15968, -0.33922, 0.63045)  -0.026
C (-1.20571, -0.22402, -0.22720)  -0.052
C (0.71890, -0.52410, 1.60276)  0.054
N (2.03363, -0.24998, 1.51753)  -0.392
O (-0.01748, -0.29135, -2.54045)  -0.378
O (-1.10140, 1.47118, -1.71349)  -0.390
H (-2.06924, 0.54206, -0.05246)  0.267
H (-1.56767, -1.18007, -0.37813)  0.285
H (0.18053, -1.07690, 2.39345)  0.308
H (2.65342, -0.71168, 2.10909)  0.213
H (2.43537, 0.45014, 0.94857)  0.201
H (-1.29172, 1.85769, -2.58275)  0.379

Its total charge is +1. Its spin multiplicity is 1. The value obtained for the relative energy (zero: lowest compared OMol25 entry of this formula, charge and spin) is 3.013 eV. The frontier orbital gap comes out at 7.57 eV.

Entry from OMol25: an isolated ion of composition C4H6NO2 and charge +1 (ωB97M-V with the def2-TZVPD basis set).

Last column: Mulliken charge in e.
Cartesian coordinates (Å):
C (1.38254, 1.06262, 0.15572)  -0.294
C (0.14862, 0.66869, -0.28517)  0.446
C (2.18400, 0.31783, 0.97402)  0.207
C (-0.35258, -0.72825, 0.02996)  -0.545
N (-1.75824, -0.66738, -0.37694)  -0.467
O (2.96708, -0.21198, 1.55820)  -0.093
O (-0.64302, 1.31587, -0.99572)  -0.447
H (1.83372, 2.03356, -0.04906)  0.442
H (0.20584, -1.44097, -0.52769)  0.348
H (-0.08306, -0.95337, 1.02426)  0.432
H (-2.35257, -0.51525, 0.40993)  0.246
H (-2.11978, -1.40277, -0.88604)  0.243
H (-1.41255, 0.52140, -1.03146)  0.482

Its total charge is +1. Its spin multiplicity is 3. The value obtained for the relative energy (zero: lowest compared OMol25 entry of this formula, charge and spin) is 0.000 eV. The frontier orbital gap (alpha / beta) comes out at 6.58 / 7.63 eV.

Entry from OMol25: C4H6NO2 as an isolated structure (ωB97M-V with the def2-TZVPD basis set).

Last column: Mulliken charge in e.
Cartesian coordinates (Å):
C (-1.43963, -1.32283, 0.20654)  0.293
C (3.04872, 0.23348, -0.72036)  -0.495
C (2.48004, -0.48755, 0.28667)  0.022
C (-3.08511, 0.57154, 0.17628)  -0.618
N (0.23768, -0.33451, -0.10732)  -0.211
O (-2.39191, -0.63010, 0.29987)  0.028
O (1.17216, -0.78801, 0.51644)  0.061
H (4.20111, 0.27501, -0.66156)  0.233
H (2.51845, 0.76568, -1.61239)  0.262
H (3.06942, -0.85692, 1.01178)  0.372
H (-3.55123, 0.71078, -0.70401)  0.344
H (-2.47337, 1.37615, 0.40759)  0.369
H (-3.78633, 0.48730, 0.90049)  0.339

Its total charge is +1. Its spin multiplicity is 3. The value obtained for the relative energy (zero: lowest compared OMol25 entry of this formula, charge and spin) is 4.189 eV. The frontier orbital gap (alpha / beta) comes out at 8.33 / 7.90 eV.

Entry from OMol25: an isolated ion of composition C4H6NO2S and charge -1 (ωB97M-V with the def2-TZVPD basis set).

Last column: Mulliken charge in e.
Cartesian coordinates (Å):
O (1.52370, 0.70260, -1.22148)  -0.615
C (0.48817, 0.38507, -0.67975)  0.434
N (-0.66167, 0.52226, -1.54466)  -0.133
C (-2.01574, 0.56976, -1.32469)  0.062
O (-2.58874, 0.35949, -0.28838)  -0.505
C (0.26073, -0.08726, 0.69389)  -0.441
C (1.39991, -0.87519, 1.42881)  -0.757
S (0.95758, -1.05860, 3.17773)  -0.646
H (-0.30182, 0.81959, -2.44215)  0.247
H (-2.52905, 0.67345, -2.30045)  0.305
H (0.32753, 0.78180, 1.33728)  0.213
H (-0.66162, -0.61276, 0.90419)  0.341
H (1.48278, -1.86426, 0.96719)  0.250
H (2.31824, -0.31595, 1.29246)  0.244

Its total charge is -1. Its SMILES is O=CNC(=O)CC[S-]. Its spin multiplicity is 1. The value obtained for the relative energy (zero: lowest compared OMol25 entry of this formula, charge and spin) is 0.414 eV. The frontier orbital gap comes out at 5.58 eV.

Entry from OMol25: a 2-piece molecular cluster, C4H6NO3 overall (ωB97M-V with the def2-TZVPD basis set).

Last column: Mulliken charge in e.
Cartesian coordinates (Å):
O (2.20032, -0.20248, -1.61056)  -0.590
C (1.96911, -0.15778, -0.34824)  0.100
C (0.85812, 0.91855, 0.21648)  0.257
C (0.49730, -0.56783, -0.02156)  -0.837
C (-2.13330, -0.11820, 0.25348)  0.157
O (-2.17716, -1.13915, 0.98742)  -0.687
O (-2.23703, -0.17188, -1.00581)  -0.706
N (1.02825, 1.35932, 1.50730)  -0.666
H (2.74512, -0.29328, 0.39430)  0.406
H (-2.05814, 0.80148, 0.86481)  0.315
H (0.29908, -1.06513, 0.95382)  0.311
H (-0.10600, -0.93790, -0.84247)  0.360
H (0.85390, 1.82610, -0.44955)  0.335
H (1.78027, 2.05989, 1.54652)  0.245

Its total charge is -1. Its spin multiplicity is 1. The value obtained for the relative energy (zero: lowest compared OMol25 entry of this formula, charge and spin) is 5.885 eV. The frontier orbital gap comes out at 5.77 eV.

Computed largest force on an atom (eV/A) in order:
6.58; 4.93; 2.91; 5.23; 3.82; 3.03; 5.39; 5.23; 1.90; 7.21